Here is a cluster of 13 separate species, C43H60O39 in total from OMol25. Energies are from ωB97M-V with the def2-TZVPD basis set.

Summary:
Highest occupied orbital energy (spin up / spin down) ... -0.44893 / -0.44893 hartree
Spin multiplicity ... 2
Net charge ... +1

Cartesian coordinates (Å):
C  0.7750  -3.1759  4.0532
C  0.6953  -4.6721  3.9992
O  0.5265  -5.0356  2.6342
C  0.6009  -4.0031  1.8430
O  0.7451  -4.0258  0.6295
O  0.5666  -2.9219  2.6342
H  1.7913  -2.8459  4.2688
H  0.0185  -2.7571  4.7168
H  -0.1906  -5.0588  4.5030
H  1.5710  -5.1748  4.4097
C  6.0407  1.8120  -0.9850
C  4.5722  1.8835  -1.4129
O  4.4161  3.1523  -1.9260
C  5.6931  3.7540  -2.0919
O  5.9263  4.7968  -2.6252
O  6.6035  2.8820  -1.6237
H  6.6791  0.9818  -1.2872
H  6.1585  1.9849  0.0847
H  4.0546  1.7592  -0.4617
H  4.2493  1.0169  -1.9898
C  -2.4099  -4.9122  -0.4493
C  -3.1705  -3.6531  -0.2460
O  -4.0443  -3.9932  0.8553
C  -3.7694  -5.1810  1.3979
O  -4.3952  -5.6573  2.3142
O  -2.6197  -5.6504  0.7797
H  -1.3410  -4.8115  -0.6373
H  -2.7456  -5.4287  -1.3485
H  -3.7706  -3.4549  -1.1340
H  -2.6037  -2.7424  -0.0522
C  1.1040  4.2825  -1.2397
C  1.1335  5.5327  -0.3882
O  1.9916  5.2903  0.6784
C  2.2852  3.9388  0.7030
O  2.9457  3.3180  1.5151
O  1.7227  3.3305  -0.3333
H  1.7431  4.4640  -2.1038
H  0.0908  3.9433  -1.4558
H  0.1191  5.8394  -0.1330
H  1.5418  6.4110  -0.8880
C  2.2879  -5.2163  -1.9188
C  2.1349  -3.7625  -1.6865
O  2.7354  -3.1886  -2.8079
C  3.1098  -4.0426  -3.6321
O  3.6962  -3.7392  -4.6584
O  2.9187  -5.2752  -3.1738
H  1.2713  -5.6095  -1.9207
H  2.9163  -5.5801  -1.1059
H  2.5170  -3.3970  -0.7334
H  1.0609  -3.5871  -1.6256
C  -4.7504  -2.1026  3.4209
C  -3.3597  -1.6515  3.0315
O  -2.6617  -2.7574  3.5656
C  -3.2296  -3.2271  4.6056
O  -2.7034  -4.0996  5.3328
O  -4.5319  -2.7954  4.6216
H  -5.0339  -2.8359  2.6660
H  -5.4398  -1.2588  3.4529
H  -3.2226  -0.7096  3.5628
H  -3.2926  -1.5039  1.9537
C  -0.1649  -0.9250  -0.3011
C  0.2171  0.4399  -0.8546
O  -0.7207  1.2889  -0.2754
C  -1.2050  0.6828  0.8225
O  -1.9514  1.1759  1.6785
O  -0.8361  -0.5655  0.9065
H  0.7595  -1.4888  -0.1757
H  -0.8943  -1.4450  -0.9222
H  0.1260  0.3800  -1.9391
H  1.2541  0.7443  -0.7123
C  -5.0263  2.6882  0.9993
C  -5.0666  1.8848  2.2662
O  -6.2203  2.3738  2.8784
C  -6.5063  3.6651  2.4839
O  -7.2790  4.4223  3.0779
O  -5.8218  3.8917  1.2621
H  -5.5370  2.0225  0.3035
H  -3.9585  2.7157  0.7824
H  -4.1776  2.0433  2.8766
H  -5.4468  0.8815  2.0737
C  -2.6684  -1.2522  -4.0945
C  -2.4944  -2.1167  -5.2886
O  -1.3830  -2.8935  -4.9044
C  -1.3943  -3.0258  -3.6629
O  -0.8543  -3.9241  -3.0961
O  -2.1488  -2.0271  -3.0484
H  -3.6982  -0.9039  -4.0147
H  -1.9945  -0.4182  -4.2906
H  -2.3430  -1.4573  -6.1433
H  -3.3646  -2.7265  -5.5314
C  3.7458  2.1934  -5.6603
C  3.0965  0.8327  -5.8355
C  2.9012  0.1201  -4.5076
O  1.5053  0.2996  -4.2276
C  0.9028  0.8589  -5.2683
O  -0.2884  1.0393  -5.5390
O  1.7885  1.2793  -6.1205
H  3.8052  2.7279  -6.6084
H  4.7018  1.9265  -5.2098
H  3.1437  2.8341  -5.0160
H  3.5797  0.2146  -6.5921
H  3.4152  0.7031  -3.7434
H  3.2423  -0.9145  -4.5439
C  5.1196  1.2568  4.4328
C  4.6355  0.1391  3.5475
C  3.2951  -0.5389  3.9645
O  2.5810  -0.6840  2.7709
C  3.2498  -0.0936  1.7927
O  2.8940  -0.2748  0.6449
O  4.3931  0.4994  2.2102
H  4.5114  2.1301  4.1968
H  6.1294  1.5735  4.1718
H  4.9433  1.0108  5.4800
H  5.3893  -0.6449  3.4750
H  2.7084  -0.0637  4.7507
H  3.5398  -1.5488  4.2935
C  -2.9349  2.7269  -5.2785
C  -3.5452  2.7897  -3.7514
C  -2.4942  2.0973  -2.8280
O  -2.2129  3.1484  -1.9259
C  -3.0083  4.2035  -2.1295
O  -3.1287  5.1727  -1.3997
O  -3.5358  4.1269  -3.2884
H  -2.8439  1.6945  -5.6161
H  -1.9258  3.1270  -5.3773
H  -3.6047  3.2387  -5.9695
H  -4.5178  2.2976  -3.7463
H  -1.6665  1.7345  -3.4374
H  -2.8561  1.2205  -2.2910
C  0.8404  2.5645  4.2831
C  -0.2239  2.0602  5.2162
C  -1.1041  0.9443  4.7256
O  -1.0192  0.0045  5.8327
C  -0.1782  0.4885  6.7397
O  0.0805  -0.0490  7.8036
O  0.3817  1.5678  6.3083
H  0.4286  3.1508  3.4617
H  1.5007  1.7762  3.9217
H  1.4560  3.3156  4.7781
H  -0.9008  2.9005  5.3705
H  -0.7132  0.5068  3.8070
H  -2.1267  1.3061  4.6184



Here is a cluster of 2 separate species, CH3FO2S in total from OMol25. Energies are from ωB97M-V with the def2-TZVPD basis set.

Summary:
Highest occupied orbital energy ... -0.41995 hartree
Energy relative to the best compared isomer or geometry (same formula, charge and spin) ... 89.4 kcal per mole

Cartesian coordinates (Å):
C  0.3729  -0.0024  0.1341
O  -1.9920  -1.3176  -0.4611
O  -2.0122  1.0411  0.0788
F  1.1786  -1.0034  0.5076
S  -1.4256  -0.2387  0.3153
H  0.9941  0.4080  -1.4288
H  0.6882  0.8173  0.6804
H  -1.4846  -0.5066  1.8193



Computed E_tot (eV) in order:
-125402.763; -18728.625